[1]
This record from OMol25 describes a molecular structure, C40H58AsFeI2N6O8Si3. The level of theory is the ωB97M-V functional and the def2-TZVPD basis.

Output
Gap between HOMO and LUMO (spin up / spin down) = 4.764 / 4.765 eV
E = -7452.55570 a.u.
E_HOMO (spin up / spin down) = -8.93 / -8.93 eV
ΔE to the lowest compared entry with this formula, charge and spin = 0.0 kcal per mole
Max |F| = 3.9 eV/A

Geometry as ORCA input:
```
! wB97M-V def2-TZVPD RIJCOSX def2/J DEFGRID3
* xyz 1 5
Fe -0.33 -0.39 2.91
C 3.42 -6.18 4.82
C 2.86 -4.89 4.19
C 2.65 -4.90 2.81
C 2.15 -3.78 2.08
C 2.02 -4.07 0.69
N 1.04 -4.08 -0.22
C -0.40 -3.88 -0.05
C -1.03 -3.68 -1.42
C -2.41 -2.95 -1.34
N -2.26 -1.58 -0.90
C -3.23 -0.73 -0.71
C -3.12 0.54 -0.06
C -4.01 1.61 -0.33
C -3.89 2.85 0.22
C -4.84 3.94 -0.13
C -2.77 3.15 1.03
C -1.86 2.11 1.34
C -0.66 2.46 2.06
N 0.09 1.65 2.72
C 1.03 2.23 3.72
C 0.56 2.02 5.13
C 0.84 0.58 5.72
N 0.86 -0.46 4.66
C 1.58 -1.49 5.05
C 1.94 -2.62 4.20
C 2.56 -3.71 4.92
C 1.66 -2.61 2.82
O 1.10 -1.70 2.19
C -1.97 0.78 0.78
O -1.10 -0.14 0.99
H 4.30 -6.54 4.30
H 2.63 -6.94 4.79
H 3.75 -5.95 5.88
H 2.84 -5.87 2.30
H 2.98 -4.36 0.25
H 1.44 -4.31 -1.18
H -0.57 -3.04 0.65
H -0.81 -4.76 0.45
H -1.18 -4.65 -1.89
H -0.38 -3.07 -2.04
H -3.14 -3.49 -0.69
H -2.88 -2.99 -2.32
H -1.39 -1.35 -0.39
H -4.19 -0.98 -1.26
H -4.73 1.58 -1.15
H -4.39 4.93 -0.22
H -5.62 4.16 0.61
H -5.37 3.72 -1.06
H -2.65 4.10 1.57
H -0.47 3.55 2.09
H 1.26 3.31 3.40
H 1.99 1.64 3.72
H -0.51 2.25 5.21
H 1.10 2.66 5.82
H 0.07 0.43 6.43
H 1.83 0.45 6.21
H 1.83 -1.53 6.14
H 2.79 -3.54 5.97
I 2.76 1.14 -1.56
I 3.64 -4.56 -2.25
C 4.84 4.52 -3.44
Si 3.08 4.29 -3.99
C 2.67 5.20 -5.57
C 1.93 4.92 -2.58
As 2.82 1.91 -4.06
Si 4.36 0.62 -5.29
C 4.39 1.12 -7.11
C 3.69 -1.08 -5.35
C 6.02 0.83 -4.37
Si 0.58 1.42 -4.93
C 0.63 1.35 -6.84
C -0.57 2.69 -4.16
C 0.10 -0.37 -4.41
H 4.93 5.58 -3.23
H 5.54 4.26 -4.21
H 5.10 4.03 -2.51
H 2.61 6.27 -5.49
H 1.70 4.82 -5.89
H 3.43 5.05 -6.36
H 2.13 6.01 -2.56
H 2.23 4.50 -1.59
H 0.87 4.77 -2.79
H 3.40 1.18 -7.55
H 4.90 0.28 -7.66
H 4.90 2.06 -7.35
H 2.80 -1.21 -5.93
H 3.50 -1.43 -4.29
H 4.50 -1.70 -5.85
H 6.76 1.30 -5.08
H 6.42 -0.18 -4.10
H 6.07 1.54 -3.52
H 0.77 2.28 -7.34
H -0.32 0.86 -7.20
H 1.34 0.66 -7.22
H -0.81 2.40 -3.07
H -1.50 2.51 -4.70
H -0.30 3.80 -4.28
H 0.41 -1.01 -5.22
H -1.01 -0.35 -4.27
H 0.59 -0.70 -3.50
O -1.86 -1.64 3.58
C -2.55 -0.67 4.06
O -2.16 0.53 4.14
C -3.93 -0.86 4.61
C -4.77 0.12 5.08
C -6.13 -0.23 5.32
C -6.62 -1.51 5.16
C -5.72 -2.42 4.69
C -4.35 -2.14 4.42
N -6.21 -3.69 4.24
O -5.36 -4.46 3.82
O -7.41 -3.89 4.27
N -7.05 0.81 5.67
O -6.65 2.00 5.57
O -8.24 0.54 5.91
H -4.42 1.13 5.28
H -7.62 -1.75 5.47
H -3.81 -2.90 3.90
*
```

***

[2]
This record from OMol25 describes a molecular structure, C40H58BrCuN2O2. The level of theory is the ωB97M-V functional and the def2-TZVPD basis.

Output
Gap between HOMO and LUMO (spin up / spin down) = 6.519 / 7.035 eV
E = -6033.54434 a.u.
E_HOMO (spin up / spin down) = -4.02 / -4.53 eV
ΔE to the lowest compared entry with this formula, charge and spin = 22.7 kcal per mole
Max |F| = 1.2 eV/A

Geometry as ORCA input:
```
! wB97M-V def2-TZVPD RIJCOSX def2/J DEFGRID3
* xyz -1 2
Cu -0.50 0.10 -1.62
C -4.12 1.94 -2.51
N -2.72 1.98 -2.82
C -2.47 1.69 -4.21
C -2.06 3.17 -2.32
C -1.65 3.01 -0.86
N -0.47 2.18 -0.66
C -0.36 1.78 0.75
C -1.46 0.90 1.31
C -1.61 0.93 2.69
C -2.48 0.08 3.35
C -3.17 -0.83 2.57
C -3.08 -0.90 1.19
C -2.21 0.01 0.51
O -2.15 0.03 -0.78
C -3.84 -2.03 0.51
C -3.18 -3.35 0.93
C -3.84 -1.98 -1.02
C -5.32 -2.03 0.94
C -2.62 0.03 4.87
C -4.09 -0.05 5.29
C -1.89 -1.23 5.38
C -2.02 1.26 5.56
C 0.75 2.88 -1.06
C 2.00 2.04 -0.97
C 3.03 2.43 -0.15
C 4.21 1.70 -0.07
C 4.28 0.56 -0.87
C 3.29 0.14 -1.74
C 2.07 0.88 -1.79
O 1.06 0.59 -2.55
C 3.55 -1.16 -2.52
C 2.59 -1.36 -3.69
C 3.41 -2.34 -1.54
C 4.98 -1.18 -3.10
C 5.38 2.06 0.83
C 5.55 0.99 1.91
C 6.66 2.16 -0.01
C 5.16 3.41 1.51
H -4.71 2.66 -3.11
H -4.27 2.17 -1.45
H -4.50 0.94 -2.69
H -2.88 2.46 -4.89
H -2.93 0.74 -4.45
H -1.40 1.60 -4.38
H -2.72 4.06 -2.41
H -1.18 3.36 -2.94
H -2.47 2.54 -0.31
H -1.47 4.02 -0.42
H -0.28 2.69 1.38
H 0.59 1.24 0.84
H -1.01 1.64 3.24
H -3.80 -1.55 3.07
H -2.14 -3.35 0.61
H -3.69 -4.20 0.48
H -3.20 -3.48 2.02
H -2.82 -2.03 -1.41
H -4.28 -1.05 -1.37
H -4.41 -2.82 -1.42
H -5.44 -2.19 2.01
H -5.86 -2.83 0.43
H -5.78 -1.08 0.68
H -4.57 -0.95 4.91
H -4.64 0.81 4.92
H -4.17 -0.07 6.38
H -2.33 -2.12 4.95
H -1.94 -1.29 6.46
H -0.84 -1.20 5.08
H -2.47 2.17 5.17
H -0.94 1.31 5.40
H -2.20 1.21 6.63
H 0.87 3.80 -0.45
H 0.62 3.18 -2.11
H 2.90 3.34 0.43
H 5.19 -0.03 -0.81
H 1.56 -1.35 -3.35
H 2.80 -2.31 -4.18
H 2.72 -0.55 -4.41
H 2.41 -2.38 -1.14
H 4.11 -2.25 -0.71
H 3.62 -3.28 -2.06
H 5.19 -0.27 -3.65
H 5.06 -2.02 -3.79
H 5.73 -1.31 -2.33
H 5.69 0.01 1.46
H 4.66 0.95 2.54
H 6.41 1.21 2.54
H 6.93 1.21 -0.44
H 7.49 2.49 0.62
H 6.53 2.88 -0.81
H 4.30 3.38 2.17
H 5.02 4.20 0.77
H 6.04 3.67 2.12
Br 0.11 -6.66 -1.75
C -0.07 -4.74 -1.74
C -0.47 -4.10 -2.88
C -0.58 -2.71 -2.86
C -0.29 -1.95 -1.73
C 0.10 -2.66 -0.59
C 0.21 -4.05 -0.58
H -0.71 -4.66 -3.78
H -0.90 -2.21 -3.77
H 0.32 -2.13 0.33
H 0.52 -4.57 0.32
*
```

***

[3]
This record from OMol25 describes a molecular structure, C40H58FFeN4O6. The level of theory is the ωB97M-V functional and the def2-TZVPD basis.

Output
Gap between HOMO and LUMO (spin up / spin down) = 8.071 / 7.093 eV
E = -3593.09095 a.u.
E_HOMO (spin up / spin down) = -7.67 / -7.64 eV
ΔE to the lowest compared entry with this formula, charge and spin = 0.0 kcal per mole
Max |F| = 3.4 eV/A

Geometry as ORCA input:
```
! wB97M-V def2-TZVPD RIJCOSX def2/J DEFGRID3
* xyz 0 6
Fe -2.28 0.50 -0.76
C -5.36 -0.21 -0.62
N -4.50 1.03 -0.65
C -4.94 1.70 -1.89
C -4.46 1.91 0.52
C -3.61 1.35 1.69
N -2.23 1.09 1.37
C -1.64 -0.07 2.08
C -0.15 -0.34 1.85
C 0.59 -0.44 2.98
C 1.95 -0.89 2.90
C 2.40 -1.18 1.62
C 1.62 -1.14 0.46
C 0.29 -0.70 0.56
O -0.59 -0.37 -0.44
C 2.12 -1.95 -0.72
C 3.14 -1.05 -1.50
C 1.07 -2.38 -1.75
C 2.81 -3.24 -0.34
C 2.68 -1.07 4.19
C 2.09 -2.13 5.20
C 2.68 0.27 4.90
C 4.13 -1.48 4.02
C -1.41 2.27 1.48
C -0.20 2.36 0.58
C 1.03 2.61 1.13
C 2.18 2.83 0.36
C 1.95 2.78 -1.02
C 0.69 2.61 -1.61
C -0.38 2.33 -0.79
O -1.67 2.10 -1.23
C 0.42 2.80 -3.13
C 1.60 3.11 -3.94
C -0.73 3.82 -3.39
C -0.07 1.44 -3.61
C 3.54 3.16 0.95
C 4.04 1.94 1.71
C 4.58 3.52 -0.10
C 3.41 4.41 1.90
H -6.43 0.05 -0.81
H -5.37 -0.72 0.35
H -5.05 -0.86 -1.42
H -6.03 1.85 -1.98
H -4.60 1.14 -2.78
H -4.57 2.73 -1.91
H -5.45 1.99 0.85
H -4.07 2.87 0.18
H -4.03 0.42 2.01
H -3.69 2.07 2.47
H -2.09 -1.00 1.70
H -1.92 0.07 3.12
H 0.11 -0.24 3.90
H 3.41 -1.57 1.54
H 2.65 -0.11 -1.82
H 3.45 -1.58 -2.42
H 4.05 -0.83 -1.00
H 0.37 -1.56 -1.95
H 0.53 -3.26 -1.33
H 1.56 -2.70 -2.68
H 3.81 -3.20 0.14
H 2.90 -3.91 -1.19
H 2.16 -3.80 0.36
H 0.99 -2.01 5.36
H 2.66 -2.22 6.19
H 2.16 -3.14 4.76
H 1.64 0.59 5.04
H 3.28 1.03 4.36
H 3.15 0.14 5.92
H 4.22 -2.50 3.63
H 4.63 -1.47 4.97
H 4.67 -0.85 3.36
H -1.07 2.25 2.52
H -2.06 3.14 1.25
H 1.15 2.74 2.22
H 2.75 2.96 -1.72
H 1.99 4.11 -3.70
H 1.33 3.01 -5.01
H 2.42 2.32 -3.82
H -0.33 4.79 -3.12
H -1.56 3.62 -2.83
H -0.97 3.77 -4.45
H 0.64 0.71 -3.30
H -0.19 1.34 -4.69
H -1.03 1.22 -3.17
H 4.15 1.10 0.98
H 3.29 1.65 2.42
H 5.03 2.02 2.22
H 4.71 2.73 -0.84
H 5.59 3.67 0.32
H 4.27 4.49 -0.63
H 2.69 4.29 2.70
H 3.11 5.23 1.30
H 4.36 4.70 2.39
F -2.26 -7.61 -1.11
C -2.96 -6.58 -1.55
C -2.32 -5.49 -1.98
N -2.98 -4.36 -2.37
C -2.33 -3.13 -2.74
C -2.66 -1.97 -1.78
O -2.72 -0.78 -2.27
O -2.79 -2.19 -0.59
C -4.38 -4.38 -2.39
O -5.01 -3.42 -2.81
N -4.98 -5.53 -2.08
C -4.43 -6.65 -1.58
O -5.09 -7.56 -1.14
H -1.28 -5.34 -1.87
H -2.70 -2.81 -3.70
H -1.28 -3.27 -2.74
H -6.00 -5.53 -2.27
*
```

***

[4]
This record from OMol25 describes 4 unconnected molecules or ions with the total composition C40H59F3N3O6. The level of theory is the ωB97M-V functional and the def2-TZVPD basis.

Output
Gap between HOMO and LUMO = 7.172 eV
E = -2474.15406 a.u.
E_HOMO = -10.27 eV
Max |F| = 8.8 eV/A

Geometry as ORCA input:
```
! wB97M-V def2-TZVPD RIJCOSX def2/J DEFGRID3
* xyz 1 1
C 1.79 3.32 -0.55
C 1.19 1.82 -0.86
C 0.49 1.78 -2.36
C -0.88 2.74 -2.45
O -2.01 1.83 -2.40
C -3.31 2.45 -2.59
C -3.44 4.05 -2.36
C -3.46 4.35 -0.75
N -3.08 3.17 0.13
C -3.89 1.93 -0.19
N -4.20 0.96 0.77
C -5.05 -0.28 0.48
C -6.29 -0.45 1.60
C -7.73 -0.65 0.78
C -9.01 0.01 1.63
C -10.45 -0.18 0.84
C -10.78 1.00 -0.26
C -12.43 0.95 -0.55
C -13.19 2.36 -0.19
O -14.12 2.11 0.94
C -15.44 2.72 0.69
C -15.96 3.84 1.81
O -16.26 2.41 -0.33
C -3.71 1.04 2.23
O -3.10 -0.30 2.53
C -1.64 -0.05 2.25
O -0.87 -1.31 2.11
C 0.54 -0.93 2.28
C 1.56 -1.48 1.11
O 0.92 -1.67 -0.21
N -4.35 1.79 -1.66
H 2.22 3.79 -1.54
H 0.86 3.98 -0.19
H 2.55 3.28 0.34
H 2.13 1.09 -0.92
H 0.50 1.39 -0.01
H 0.13 0.66 -2.52
H 1.24 2.00 -3.24
H -0.83 3.37 -3.45
H -0.85 3.45 -1.52
H -3.67 2.18 -3.69
H -4.53 4.36 -2.75
H -2.71 4.74 -2.99
H -4.57 4.65 -0.43
H -2.81 5.33 -0.51
H -3.28 3.53 1.11
H -4.43 -1.29 0.51
H -5.59 -0.26 -0.56
H -6.09 -1.40 2.29
H -6.45 0.53 2.24
H -7.90 -1.77 0.51
H -7.73 -0.05 -0.26
H -9.07 -0.50 2.68
H -8.81 1.18 1.67
H -11.29 -0.13 1.66
H -10.47 -1.24 0.35
H -10.57 2.09 0.10
H -10.26 0.80 -1.31
H -12.91 0.12 0.15
H -12.69 0.66 -1.65
H -13.79 2.77 -1.11
H -12.47 3.22 0.16
H -16.75 4.58 1.37
H -16.43 3.30 2.76
H -14.98 4.39 2.20
H -2.84 1.82 2.38
H -4.56 1.33 2.98
H -1.48 0.54 1.24
H -1.26 0.56 3.20
H 0.71 0.25 2.34
H 0.91 -1.43 3.30
H 2.16 -2.43 1.48
H 2.37 -0.63 0.95
H 1.67 -1.46 -0.86
H -4.28 0.77 -1.96
F 4.11 0.60 1.44
C 5.27 0.20 0.91
C 6.45 0.86 1.24
C 7.66 0.44 0.69
C 7.68 -0.63 -0.21
C 6.49 -1.29 -0.55
C 5.28 -0.87 0.02
H 6.41 1.70 1.93
H 8.58 0.95 0.95
H 8.62 -0.95 -0.65
H 6.51 -2.12 -1.25
H 4.35 -1.38 -0.22
F 11.06 -0.13 0.07
C 11.60 -0.93 -0.86
C 12.72 -1.69 -0.55
C 13.28 -2.52 -1.52
C 12.72 -2.56 -2.80
C 11.60 -1.79 -3.11
C 11.04 -0.97 -2.13
H 13.14 -1.63 0.45
H 14.15 -3.12 -1.28
H 13.17 -3.21 -3.56
H 11.18 -1.82 -4.11
H 10.16 -0.37 -2.35
F 15.04 -4.47 -0.13
C 14.35 -5.57 0.20
C 13.01 -5.67 -0.15
C 12.29 -6.81 0.19
C 12.92 -7.84 0.89
C 14.27 -7.73 1.25
C 14.99 -6.59 0.89
H 12.54 -4.85 -0.68
H 11.25 -6.90 -0.09
H 12.36 -8.74 1.16
H 14.76 -8.54 1.79
H 16.04 -6.49 1.15
*
```

***

| no. | molecular weight (u) |
| --- | --- |
| 1 | 1219.8 |
| 2 | 742.4 |
| 3 | 765.8 |
| 4 | 734.9 |